{"formula": "C11H14N2", "method": "ωB97M-V with the def2-TZVPD basis set", "symbols": ["C", "C", "C", "C", "C", "C", "C", "C", "C", "C", "C", "H", "H", "H", "H", "H", "H", "H", "H", "H", "H", "H", "H", "H", "H", "N", "N"], "xyz": [[-2.16, 0.13, -2.11], [-0.78, -0.29, -2.60], [0.26, 0.12, -1.54], [1.56, -0.56, -1.41], [1.38, -0.11, 1.05], [1.97, -0.07, 2.28], [1.07, -0.12, 3.42], [-0.25, 0.14, 3.25], [-0.86, 0.34, 2.00], [-0.03, 0.22, 0.92], [-1.85, 0.69, -0.70], [-2.94, -0.68, -1.87], [-2.70, 0.83, -2.76], [-0.83, -1.48, -2.69], [-0.39, 0.04, -3.60], [0.59, 1.17, -1.77], [1.39, -1.62, -1.50], [2.26, -0.33, -2.23], [3.08, -0.61, 0.06], [3.08, -0.24, 2.46], [1.48, -0.33, 4.46], [-0.83, 0.14, 4.16], [-1.87, 0.78, 1.81], [-2.52, 0.29, 0.14], [-1.68, 1.70, -0.77], [2.09, -0.28, -0.11], [-0.53, 0.13, -0.37]], "smiles": "c1ccc2c(c1)NC[C@H]1CCCN21", "relative_energy_kj_mol": 157.5, "total_charge": 0}

=====

{"formula": "C2H8N2S2", "method": "ωB97M-V with the def2-TZVPD basis set", "symbols": ["S", "S", "H", "H", "C", "C", "N", "N", "H", "H", "H", "H", "H", "H"], "xyz": [[2.00, 1.75, 0.34], [3.96, 0.85, 0.60], [1.76, 0.88, -0.67], [3.48, 0.06, 1.56], [-0.99, -0.64, -0.74], [-1.13, -0.21, 0.53], [-2.34, -0.37, 1.28], [0.12, -0.37, -1.62], [-1.75, -1.28, -1.20], [-0.34, 0.38, 1.01], [-3.08, 0.26, 0.96], [-2.17, -0.14, 2.26], [-0.22, -0.01, -2.50], [0.71, -1.16, -1.82]], "smiles": "N/C=C/N.SS", "relative_energy_kj_mol": 113.1, "total_charge": 0}

=====

{"formula": "C5H10NS", "method": "ωB97M-V with the def2-TZVPD basis set", "symbols": ["C", "C", "C", "C", "C", "N", "S", "H", "H", "H", "H", "H", "H", "H", "H", "H", "H"], "xyz": [[-1.49, -2.16, 0.86], [-1.51, -1.00, 0.16], [1.24, 1.68, -0.63], [2.03, 0.46, -0.14], [-1.04, 0.20, 0.70], [0.65, 0.35, -0.49], [-1.69, 1.77, 0.48], [-1.69, -3.18, 0.49], [-1.29, -2.29, 1.88], [-1.82, -0.99, -0.98], [0.80, 2.45, 0.13], [1.53, 1.88, -1.69], [2.75, -0.10, -0.70], [2.41, 0.49, 0.92], [-0.32, 0.10, 1.63], [0.49, -0.14, -1.36], [-2.78, 1.45, -0.41]], "relative_energy_kj_mol": 421.3, "total_charge": 1}

=====

{"formula": "H40O20", "method": "ωB97M-V with the def2-TZVPD basis set", "symbols": ["O", "H", "H", "O", "H", "H", "O", "H", "H", "O", "H", "H", "O", "H", "H", "O", "H", "H", "O", "H", "H", "O", "H", "H", "O", "H", "H", "O", "H", "H", "O", "H", "H", "O", "H", "H", "O", "H", "H", "O", "H", "H", "O", "H", "H", "O", "H", "H", "O", "H", "H", "O", "H", "H", "O", "H", "H", "O", "H", "H"], "xyz": [[3.02, 4.00, -2.34], [2.61, 3.14, -2.36], [3.60, 4.05, -3.09], [-1.88, -3.04, 3.82], [-1.22, -3.68, 3.57], [-2.53, -3.46, 4.40], [1.45, -3.17, -3.21], [0.72, -3.63, -3.63], [1.87, -2.54, -3.80], [3.27, 0.28, -1.50], [2.91, -0.39, -2.11], [2.56, 0.69, -0.95], [-1.02, 2.67, -0.14], [-1.56, 1.87, 0.01], [-1.18, 3.22, 0.63], [-5.02, 2.15, 1.39], [-5.78, 1.62, 1.65], [-4.59, 2.17, 2.26], [-1.15, -0.06, 0.80], [-0.60, -0.34, 1.56], [-0.68, -0.67, 0.14], [4.27, 1.86, -3.15], [3.69, 1.30, -3.64], [4.19, 1.59, -2.22], [3.23, 1.68, 3.04], [3.43, 2.50, 3.60], [3.73, 1.57, 2.23], [-4.08, 0.59, -0.39], [-3.82, -0.05, 0.27], [-4.50, 1.38, 0.07], [-0.64, -2.07, -1.80], [0.26, -2.47, -2.17], [-1.00, -1.32, -2.24], [1.65, -0.51, -4.09], [2.08, 0.12, -4.67], [1.27, -0.19, -3.24], [0.87, 1.03, -0.68], [0.98, 1.65, 0.08], [0.39, 1.48, -1.39], [-1.01, 2.13, 2.76], [-1.24, 1.30, 2.33], [-1.88, 2.40, 3.18], [1.33, -3.30, -0.95], [1.68, -3.91, -1.67], [1.98, -2.60, -1.02], [0.32, 0.08, 5.09], [0.62, 0.03, 4.13], [1.16, 0.30, 5.50], [1.46, 2.88, 0.99], [0.96, 3.52, 0.48], [0.96, 2.88, 1.82], [-3.82, -3.58, 2.38], [-3.07, -3.05, 2.88], [-3.25, -4.33, 2.09], [-1.39, 0.83, -2.98], [-2.34, 1.10, -2.94], [-1.03, 1.43, -3.64], [-1.03, -4.59, 1.24], [-1.03, -3.71, 0.77], [-0.18, -4.82, 0.86]], "relative_energy_kj_mol": 547.4, "total_charge": 0}

=====

{"formula": "C37H41BrF40N4O9P3", "method": "ωB97M-V with the def2-TZVPD basis set", "symbols": ["C", "C", "N", "P", "P", "O", "O", "O", "C", "N", "C", "C", "C", "C", "P", "O", "Br", "N", "C", "C", "C", "C", "C", "N", "H", "H", "H", "H", "H", "H", "H", "H", "H", "H", "H", "H", "H", "H", "H", "H", "H", "H", "H", "H", "H", "C", "C", "C", "F", "F", "F", "F", "O", "C", "C", "F", "F", "F", "F", "H", "H", "H", "H", "C", "C", "C", "F", "F", "F", "F", "O", "C", "C", "F", "F", "F", "F", "H", "H", "H", "H", "C", "C", "C", "F", "F", "F", "F", "O", "C", "C", "F", "F", "F", "F", "H", "H", "H", "H", "C", "C", "C", "F", "F", "F", "F", "O", "C", "C", "F", "F", "F", "F", "H", "H", "H", "H", "C", "C", "C", "F", "F", "F", "F", "O", "C", "C", "F", "F", "F", "F", "H", "H", "H", "H"], "xyz": [[-1.19, -0.64, 2.28], [-0.66, -0.50, 1.22], [0.32, -0.30, 0.28], [0.75, 1.39, -0.09], [1.24, 1.49, -2.22], [2.63, 1.17, -2.46], [0.25, 0.61, -3.13], [0.99, 3.01, -2.66], [0.91, -1.33, -0.25], [1.92, -1.21, -1.18], [2.86, -2.34, -0.84], [1.99, -3.28, 0.00], [2.12, -4.63, -0.50], [2.30, -5.68, -1.05], [2.53, -3.52, 1.85], [1.21, -3.13, 2.74], [3.97, -1.86, 2.33], [0.63, -2.69, 0.02], [-0.30, -3.11, -1.11], [-1.57, -3.85, -0.62], [-2.83, -3.56, -1.46], [-4.13, -3.60, -0.63], [-4.38, -2.34, 0.21], [-3.77, -2.50, 1.53], [-1.68, -0.96, 3.16], [-0.49, 2.08, 0.04], [-0.37, 1.23, -3.55], [0.31, 3.43, -2.11], [2.45, -0.40, -0.82], [3.71, -1.89, -0.34], [3.25, -2.77, -1.76], [2.66, -6.57, -1.49], [0.44, -3.60, 2.38], [-0.64, -2.20, -1.62], [0.20, -3.70, -1.88], [-1.38, -4.92, -0.75], [-1.75, -3.66, 0.43], [-2.77, -2.57, -1.93], [-2.95, -4.27, -2.28], [-4.22, -4.50, -0.03], [-4.96, -3.63, -1.34], [-5.45, -2.12, 0.30], [-3.92, -1.50, -0.31], [-4.23, -3.27, 1.99], [-3.89, -1.66, 2.07], [3.70, 5.30, -2.85], [4.17, 5.63, -1.42], [3.81, 6.99, -0.84], [4.33, 8.01, -1.55], [4.29, 7.09, 0.42], [5.50, 5.43, -1.34], [3.58, 4.70, -0.61], [4.63, 5.46, -3.91], [4.81, 6.69, -4.52], [6.23, 7.22, -4.32], [6.51, 7.36, -3.02], [6.33, 8.44, -4.90], [3.87, 7.57, -4.14], [4.63, 6.49, -5.84], [3.50, 4.23, -2.85], [2.74, 5.77, -3.08], [2.72, 7.12, -0.80], [6.96, 6.55, -4.77], [7.44, -0.39, 5.44], [8.03, -0.23, 4.03], [7.80, -1.35, 3.02], [8.34, -2.52, 3.42], [8.38, -1.03, 1.84], [9.35, 0.05, 4.13], [7.44, 0.88, 3.50], [8.29, -0.84, 6.49], [8.51, -2.18, 6.71], [9.98, -2.57, 6.48], [10.37, -2.28, 5.23], [10.12, -3.90, 6.67], [7.67, -2.94, 5.99], [8.23, -2.41, 8.01], [7.16, 0.61, 5.75], [6.50, -0.95, 5.43], [6.73, -1.50, 2.85], [10.62, -2.03, 7.18], [-5.52, 3.73, 2.43], [-5.34, 2.23, 2.18], [-5.35, 1.29, 3.39], [-4.36, 1.55, 4.27], [-5.16, 0.02, 2.96], [-4.21, 2.04, 1.45], [-6.37, 1.83, 1.39], [-4.36, 4.54, 2.46], [-3.62, 4.70, 3.61], [-2.19, 4.15, 3.45], [-2.21, 2.83, 3.13], [-1.52, 4.28, 4.61], [-4.25, 4.17, 4.67], [-3.51, 6.02, 3.83], [-6.07, 4.10, 1.56], [-6.17, 3.93, 3.28], [-6.31, 1.35, 3.92], [-1.66, 4.69, 2.66], [-5.12, 6.82, -2.00], [-4.44, 6.31, -0.71], [-2.93, 6.03, -0.75], [-2.60, 5.06, -1.64], [-2.51, 5.60, 0.46], [-5.10, 5.22, -0.27], [-4.61, 7.28, 0.22], [-5.83, 5.89, -2.83], [-5.25, 5.12, -3.80], [-5.37, 3.62, -3.49], [-4.78, 3.31, -2.30], [-4.74, 2.90, -4.45], [-3.97, 5.49, -4.03], [-5.93, 5.34, -4.94], [-5.91, 7.48, -1.66], [-4.45, 7.44, -2.59], [-2.38, 6.94, -1.00], [-6.41, 3.32, -3.44], [-3.75, -9.57, -3.29], [-4.71, -8.78, -2.38], [-4.63, -7.25, -2.43], [-3.42, -6.80, -2.06], [-5.54, -6.72, -1.58], [-4.57, -9.21, -1.11], [-5.97, -9.11, -2.76], [-2.56, -10.09, -2.72], [-1.41, -9.33, -2.63], [-1.00, -9.08, -1.18], [-1.97, -8.45, -0.49], [0.10, -8.28, -1.16], [-1.53, -8.18, -3.33], [-0.43, -10.03, -3.22], [-4.31, -10.46, -3.57], [-3.55, -9.05, -4.23], [-4.86, -6.88, -3.43], [-0.77, -10.02, -0.68]], "e_tot_ha": -9923.10450, "total_charge": 1}

=====

{"formula": "C6H14O2", "method": "ωB97M-V with the def2-TZVPD basis set", "symbols": ["C", "C", "C", "C", "C", "C", "O", "O", "H", "H", "H", "H", "H", "H", "H", "H", "H", "H", "H", "H", "H", "H"], "xyz": [[-0.63, -0.25, -0.65], [1.38, -0.15, 0.95], [-0.03, -0.90, 0.55], [-2.91, -0.70, -1.57], [2.25, 0.30, -0.22], [1.19, 0.98, 1.96], [-1.84, -1.21, -0.81], [-1.01, 1.08, -0.42], [-1.02, 1.52, -1.28], [-0.04, -0.36, -1.56], [1.92, -0.94, 1.47], [-0.70, -0.83, 1.42], [0.23, -1.94, 0.35], [-2.55, -0.13, -2.44], [-3.55, -0.04, -0.96], [-3.55, -1.50, -1.94], [2.35, -0.50, -0.97], [0.58, 0.66, 2.81], [3.26, 0.55, 0.13], [1.84, 1.19, -0.72], [2.16, 1.31, 2.36], [0.71, 1.86, 1.51]], "smiles": "CO[C@@H](O)CC(C)C", "relative_energy_kj_mol": 138.8, "total_charge": 0}

=====

{"formula": "C45H44FeN3O5", "method": "ωB97M-V with the def2-TZVPD basis set", "symbols": ["C", "O", "C", "C", "C", "C", "C", "C", "Fe", "C", "O", "C", "O", "C", "O", "H", "H", "H", "H", "H", "H", "H", "H", "H", "C", "C", "C", "C", "C", "C", "N", "C", "C", "C", "C", "C", "C", "C", "N", "N", "C", "C", "C", "C", "C", "C", "C", "C", "C", "C", "C", "O", "C", "C", "C", "C", "C", "C", "C", "C", "C", "C", "C", "H", "H", "H", "H", "H", "H", "H", "H", "H", "H", "H", "H", "H", "H", "H", "H", "H", "H", "H", "H", "H", "H", "H", "H", "H", "H", "H", "H", "H", "H", "H", "H", "H", "H", "H"], "xyz": [[-4.00, 5.18, -1.71], [-2.74, 4.86, -2.35], [-1.85, 4.01, -1.74], [-1.97, 3.57, -0.44], [-0.96, 2.69, 0.18], [0.30, 2.37, -0.64], [0.24, 2.81, -2.07], [-0.77, 3.55, -2.57], [-1.65, 7.57, -0.52], [-0.43, 7.04, 0.63], [0.42, 6.62, 1.31], [-1.99, 9.18, 0.07], [-2.11, 10.30, 0.38], [-0.54, 7.99, -1.81], [0.33, 8.33, -2.50], [-3.95, 6.17, -1.24], [-4.72, 5.22, -2.54], [-4.33, 4.42, -0.98], [-2.79, 3.86, 0.23], [-0.60, 3.19, 1.09], [-1.46, 1.76, 0.50], [1.16, 2.88, -0.19], [1.02, 2.43, -2.73], [-0.79, 3.81, -3.63], [-4.62, 1.25, -1.07], [-3.48, 0.28, -1.10], [-3.43, -0.78, -0.18], [-2.33, -1.64, -0.14], [-2.39, -2.89, 0.68], [-1.23, -1.32, -0.93], [0.07, -1.81, -0.60], [0.53, -3.10, -0.73], [-0.21, -4.18, -1.35], [0.05, -5.47, -0.83], [-0.71, -6.54, -1.27], [-1.71, -6.34, -2.24], [-1.91, -5.08, -2.81], [-1.14, -3.99, -2.38], [1.72, -3.24, -0.21], [2.09, -1.98, 0.24], [3.48, -1.88, 0.57], [4.41, -2.37, -0.38], [4.03, -2.81, -1.76], [5.74, -2.54, 0.02], [6.16, -2.26, 1.32], [7.59, -2.50, 1.70], [5.23, -1.81, 2.24], [3.89, -1.64, 1.90], [2.91, -1.36, 2.98], [1.05, -1.12, 0.10], [0.87, 0.25, 0.43], [0.60, 1.02, -0.69], [0.73, 0.82, 1.72], [1.56, 1.97, 2.16], [-0.35, 0.29, 2.55], [-0.48, -1.10, 2.71], [-1.51, -1.64, 3.49], [-2.50, -0.80, 4.01], [-2.41, 0.58, 3.81], [-1.31, 1.13, 3.16], [-1.33, -0.43, -2.00], [-0.26, -0.39, -3.05], [-2.48, 0.36, -2.08], [-4.30, 2.24, -1.41], [-5.45, 0.94, -1.72], [-5.02, 1.35, -0.05], [-4.25, -0.93, 0.53], [-1.49, -3.02, 1.30], [-3.25, -2.84, 1.36], [-2.50, -3.80, 0.06], [0.82, -5.57, -0.06], [-0.54, -7.53, -0.85], [-2.33, -7.18, -2.57], [-2.67, -4.92, -3.58], [-1.27, -3.01, -2.82], [4.93, -3.15, -2.27], [3.32, -3.65, -1.72], [3.59, -2.00, -2.36], [6.45, -2.95, -0.70], [7.82, -2.01, 2.65], [7.77, -3.58, 1.83], [8.28, -2.14, 0.93], [5.54, -1.64, 3.28], [3.45, -1.09, 3.90], [2.25, -0.52, 2.73], [2.27, -2.23, 3.21], [1.60, 2.00, 3.26], [2.59, 1.86, 1.79], [1.15, 2.93, 1.81], [0.27, -1.74, 2.22], [-1.54, -2.71, 3.66], [-3.34, -1.23, 4.55], [-3.21, 1.24, 4.17], [-1.19, 2.22, 3.06], [-0.57, 0.29, -3.85], [0.68, -0.01, -2.63], [-0.05, -1.38, -3.49], [-2.57, 1.05, -2.92]], "multiplicity": 6, "relative_energy_kj_mol": 48.1, "total_charge": -2}

=====

{"formula": "C7H12N5", "method": "ωB97M-V with the def2-TZVPD basis set", "symbols": ["C", "C", "C", "C", "C", "C", "C", "N", "N", "N", "N", "N", "H", "H", "H", "H", "H", "H", "H", "H", "H", "H", "H", "H"], "xyz": [[-1.30, -0.30, 0.09], [0.26, 1.35, 0.33], [0.87, -0.04, 0.24], [3.01, 0.39, -0.22], [1.06, 0.61, -1.16], [0.02, -2.41, 0.45], [-2.08, 1.94, -0.46], [2.41, 0.85, -1.26], [-0.19, -0.99, 0.34], [-1.12, 1.01, 0.06], [2.18, -0.21, 0.70], [0.47, 2.32, 1.46], [-2.25, -0.77, -0.09], [4.06, 0.49, -0.04], [0.41, 0.62, -2.00], [-0.07, -2.75, 1.48], [-0.69, -2.95, -0.17], [1.03, -2.63, 0.09], [-2.50, 2.57, 0.33], [-1.59, 2.58, -1.20], [-2.89, 1.40, -0.95], [2.46, -0.70, 1.53], [1.35, 2.14, 1.93], [0.42, 3.28, 1.15]], "smiles": "CN1C=[N+](C)[C@]2(N)[C@H]3N=CN[C@@]312", "relative_energy_kj_mol": 134.0, "total_charge": 1}

=====

{"formula": "C15H32BO8P", "method": "ωB97M-V with the def2-TZVPD basis set", "symbols": ["C", "C", "C", "C", "C", "C", "C", "P", "B", "O", "O", "H", "H", "H", "H", "H", "H", "H", "H", "H", "H", "H", "H", "H", "H", "H", "H", "H", "H", "H", "H", "C", "C", "C", "O", "C", "O", "O", "H", "H", "H", "H", "H", "H", "C", "C", "C", "O", "C", "O", "O", "H", "H", "H", "H", "H", "H"], "xyz": [[-4.31, -3.62, 4.74], [-3.07, -3.86, 3.67], [-3.60, -4.15, 2.14], [-2.44, -4.60, 1.08], [-1.06, -3.72, 1.13], [-1.05, -2.75, -0.20], [-0.11, -3.33, -1.44], [0.44, -1.77, -2.45], [0.93, -0.10, -3.32], [0.78, 0.17, -4.77], [1.46, 1.01, -2.45], [-5.09, -2.79, 4.37], [-4.93, -4.59, 4.95], [-3.81, -3.25, 5.76], [-2.41, -2.87, 3.69], [-2.38, -4.71, 4.12], [-4.37, -5.05, 2.20], [-4.20, -3.24, 1.67], [-2.90, -4.44, -0.01], [-2.24, -5.76, 1.16], [-0.08, -4.41, 1.15], [-0.96, -3.01, 2.06], [-2.14, -2.46, -0.58], [-0.54, -1.72, 0.12], [-0.67, -4.11, -2.12], [0.82, -3.87, -0.93], [1.41, -1.51, -1.40], [-0.95, -1.33, -2.35], [0.87, -2.56, -3.58], [1.06, 1.14, -4.88], [0.95, 0.89, -1.58], [0.08, 5.79, -1.25], [-0.55, 4.48, -1.68], [-1.98, 4.32, -1.25], [-2.12, 2.91, -1.16], [-0.87, 2.42, -0.88], [-0.65, 1.27, -0.54], [0.09, 3.37, -1.06], [-0.67, 6.57, -1.10], [0.66, 5.68, -0.33], [0.77, 6.14, -2.02], [-0.45, 4.35, -2.77], [-2.68, 4.72, -1.99], [-2.19, 4.76, -0.27], [4.12, 0.73, -0.31], [3.77, 2.06, 0.33], [4.48, 3.23, -0.28], [4.55, 4.16, 0.79], [4.55, 3.41, 1.93], [4.80, 3.86, 3.04], [4.22, 2.11, 1.68], [4.44, 0.85, -1.35], [4.91, 0.20, 0.24], [3.24, 0.08, -0.32], [2.69, 2.21, 0.33], [3.91, 3.66, -1.12], [5.50, 3.01, -0.62]], "smiles": "CCCCCCC[PH3]B(O)O.C[C@@H]1COC(=O)O1.C[C@@H]1COC(=O)O1", "relative_energy_kj_mol": 344.8, "total_charge": 0}